Entry 1:
C64H54CsO2P3Si | ωB97M-V/def2-TZVPD

As for the orbital gap (alpha / beta): 0.10490 / 0.10498 hartree. For the energy above the lowest of the compared OMol25 structures with the same formula, charge and spin, the calculation gives 87.2 kcal per mole. As for the spin multiplicity: 1. The LUMO energy (alpha / beta) comes out at 3.16 / 3.16 eV. As for the net charge: -2.

CARTESIAN COORDINATES (ANGSTROEM)
Cs 2.963 1.248 0.632
C -6.635 0.349 3.667
C -5.886 -0.683 4.257
C -4.599 -1.001 3.859
C -4.057 -0.365 2.737
C -4.823 0.657 2.103
C -6.073 1.022 2.583
P -2.472 -0.787 2.029
C -1.856 -2.132 3.090
C -2.437 -3.414 3.036
C -1.880 -4.456 3.774
C -0.852 -4.195 4.687
C -0.424 -2.875 4.910
C -0.906 -1.840 4.097
C -3.095 -1.318 0.374
C -4.135 -2.253 0.385
C -4.675 -2.681 -0.834
C -4.189 -2.178 -2.040
C -3.152 -1.267 -2.057
C -2.601 -0.817 -0.842
Si -1.045 0.048 -0.694
C -1.269 1.718 0.255
C -1.885 2.275 1.392
C -1.984 3.710 1.434
C -1.147 4.523 0.711
C -0.382 3.889 -0.272
C -0.705 2.565 -0.732
P -1.332 1.827 -2.380
C -0.613 2.684 -3.859
C 0.758 2.459 -4.168
C 1.304 2.926 -5.352
C 0.501 3.556 -6.309
C -0.836 3.811 -6.001
C -1.356 3.473 -4.760
C -3.112 2.280 -2.507
C -3.913 1.853 -3.641
C -5.286 2.140 -3.724
C -5.935 2.762 -2.661
C -5.188 3.163 -1.549
C -3.799 3.043 -1.545
C 0.381 -1.314 -0.594
C -0.192 -2.163 0.413
C -0.726 -3.397 0.063
C -0.501 -3.960 -1.196
C 0.426 -3.374 -2.068
C 1.097 -2.220 -1.487
P 2.801 -3.211 -0.965
C 2.387 -4.866 -0.253
C 2.523 -5.093 1.153
C 1.880 -6.218 1.731
C 1.278 -7.171 0.901
C 1.371 -7.028 -0.510
C 1.874 -5.887 -1.080
C 3.564 -3.773 -2.517
C 4.451 -4.850 -2.513
C 5.061 -5.257 -3.699
C 4.874 -4.536 -4.880
C 3.991 -3.422 -4.830
C 3.302 -3.086 -3.691
H -7.569 0.674 4.070
H -6.342 -1.192 5.148
H -3.972 -1.654 4.484
H -4.413 1.144 1.221
H -6.683 1.785 2.063
H -3.336 -3.636 2.453
H -2.219 -5.487 3.637
H -0.435 -5.020 5.262
H 0.268 -2.698 5.748
H -0.572 -0.822 4.210
H -4.635 -2.550 1.313
H -5.531 -3.381 -0.825
H -4.630 -2.438 -3.002
H -2.763 -0.858 -3.001
H -2.482 1.669 2.028
H -2.788 4.232 1.938
H -1.246 5.594 0.726
H 0.450 4.436 -0.740
H 1.360 1.966 -3.394
H 2.374 2.893 -5.493
H 0.932 3.933 -7.233
H -1.460 4.314 -6.741
H -2.311 3.893 -4.440
H -3.421 1.292 -4.436
H -5.854 1.823 -4.587
H -6.986 3.026 -2.698
H -5.677 3.612 -0.707
H -3.241 3.581 -0.787
H -0.201 -1.870 1.477
H -1.374 -3.932 0.778
H -1.063 -4.852 -1.515
H 0.603 -3.784 -3.043
H 3.027 -4.319 1.750
H 1.921 -6.378 2.821
H 0.812 -8.040 1.330
H 0.980 -7.840 -1.097
H 1.827 -5.764 -2.145
H 4.641 -5.391 -1.614
H 5.670 -6.173 -3.688
H 5.336 -4.845 -5.811
H 3.809 -2.822 -5.749
H 2.603 -2.245 -3.717
O 5.037 -1.118 1.601
H 5.804 -1.024 1.005
H 5.442 -1.167 2.474
O 3.261 4.113 -0.683
H 4.061 4.214 -0.115
H 3.542 4.030 -1.592
H 3.884 1.976 3.773
C 3.634 7.383 3.647
C 2.654 6.548 3.084
C 2.955 5.288 2.488
C 4.305 4.875 2.458
C 4.788 3.818 1.721
C 6.055 3.343 1.802
C 6.926 3.951 2.704
C 6.625 5.206 3.224
C 5.304 5.670 3.192
C 4.949 6.860 3.866
H 3.459 8.424 3.917
H 1.620 6.890 2.962
H 2.154 4.696 2.095
H 6.324 2.431 1.307
H 7.914 3.532 2.888
H 7.426 5.834 3.628
H 5.636 7.462 4.500

Entry 2:
C27H47BF2Ge2N2O3Si2SrTe | ωB97M-V/def2-TZVPD

As for the orbital gap (alpha / beta): 0.24687 / 0.24712 hartree. For the energy above the lowest of the compared OMol25 structures with the same formula, charge and spin, the calculation gives 6.9 kcal per mole. As for the spin multiplicity: 2. The LUMO energy (alpha / beta) comes out at 2.06 / 2.06 eV. Its expectation value of S² is 0.753. As for the net charge: -1.

CARTESIAN COORDINATES (ANGSTROEM)
Sr -0.579 0.816 2.554
N -2.349 2.309 1.088
C -3.049 3.095 2.126
C -1.983 3.682 3.056
O -1.650 4.869 2.903
N -1.489 2.775 3.901
C -0.424 3.263 4.747
C 0.959 2.895 4.228
O 0.350 0.345 4.711
O 1.270 2.606 3.115
H -1.861 2.953 0.471
H -3.014 1.798 0.518
H -3.698 2.419 2.682
H -3.644 3.911 1.710
H -0.498 2.898 5.768
H -0.384 4.363 4.755
C 2.250 3.411 -2.594
Si 2.124 3.929 -0.795
C 0.328 3.882 -0.288
C 2.807 5.668 -0.620
C 3.129 2.807 0.325
Te 2.397 0.812 0.591
C 2.746 0.111 -1.402
Si 3.638 -1.541 -1.406
C 2.767 -2.756 -0.291
C 3.682 -2.197 -3.163
C 5.395 -1.264 -0.812
H 1.750 4.153 -3.222
H 1.763 2.449 -2.766
H 3.287 3.335 -2.931
H -0.252 4.638 -0.823
H 0.196 4.057 0.784
H -0.073 2.896 -0.539
H 2.268 6.366 -1.265
H 3.865 5.709 -0.891
H 2.709 6.022 0.409
H 3.113 3.213 1.340
H 4.174 2.728 0.023
H 3.369 0.873 -1.874
H 1.791 0.073 -1.928
H 1.720 -2.884 -0.574
H 2.786 -2.427 0.751
H 3.245 -3.737 -0.333
H 2.670 -2.375 -3.530
H 4.233 -3.139 -3.216
H 4.164 -1.486 -3.839
H 5.401 -0.839 0.194
H 5.931 -0.579 -1.474
H 5.951 -2.205 -0.784
F -0.391 -1.461 6.039
B -0.020 -0.157 5.850
F -0.103 0.550 7.018
C -4.805 0.031 -0.067
Ge -3.845 -1.695 -0.233
C -4.209 -2.249 -2.097
C -4.815 -2.957 0.932
Ge -1.477 -1.484 0.398
C -0.847 -0.951 -1.442
C -0.366 -1.825 -2.421
C 0.005 -1.374 -3.684
C -0.075 -0.026 -4.004
C -0.538 0.866 -3.044
C -0.917 0.401 -1.792
C -0.997 -3.427 0.487
C -1.426 -4.390 -0.432
C -1.077 -5.729 -0.306
C -0.289 -6.144 0.760
C 0.143 -5.211 1.691
C -0.207 -3.874 1.548
H -5.868 -0.105 -0.280
H -4.417 0.759 -0.784
H -4.715 0.439 0.942
H -5.271 -2.125 -2.324
H -3.946 -3.295 -2.263
H -3.629 -1.640 -2.793
H -5.869 -3.014 0.652
H -4.749 -2.644 1.975
H -4.377 -3.953 0.853
H -0.295 -2.886 -2.205
H 0.357 -2.084 -4.424
H 0.217 0.325 -4.986
H -0.605 1.924 -3.271
H -1.268 1.120 -1.057
H -2.043 -4.090 -1.272
H -1.424 -6.450 -1.037
H -0.016 -7.188 0.864
H 0.753 -5.522 2.530
H 0.140 -3.160 2.289

Entry 3:
C7H15INO | ωB97M-V/def2-TZVPD

As for the orbital gap (alpha / beta): 0.22613 / 0.36076 hartree. For the energy above the lowest of the compared OMol25 structures with the same formula, charge and spin, the calculation gives 133.4 kcal per mole. As for the spin multiplicity: 1. The LUMO energy (alpha / beta) comes out at -5.22 / -3.77 eV. As for the net charge: +1.

CARTESIAN COORDINATES (ANGSTROEM)
C 0.985 1.888 0.514
C -0.168 1.224 1.397
C -0.788 -1.262 -0.729
C -1.302 -0.819 0.593
C 1.641 1.128 -0.508
C -2.774 -1.102 0.783
C 1.870 1.510 -1.943
N 0.183 -2.333 -0.561
O -1.176 0.560 0.744
I 2.951 -0.391 0.194
H 0.460 2.734 0.219
H 1.799 2.175 1.412
H 0.411 0.459 2.025
H -0.571 2.009 1.874
H -0.437 -0.429 -1.184
H -0.761 -1.289 1.405
H -3.158 -0.470 0.114
H -3.220 -0.802 1.703
H -3.134 -2.124 0.380
H 2.865 1.715 -1.960
H 1.184 2.347 -2.069
H 1.729 0.824 -2.759
H -0.289 -2.865 0.154
H 1.235 -2.067 -0.309
H 0.468 -2.623 -1.490

Entry 4:
C24H51O18P3S | ωB97M-V/def2-TZVPD

As for the orbital gap: 0.17874 hartree. As for the spin multiplicity: 1. The LUMO energy comes out at 2.80 eV. As for the net charge: -2.

CARTESIAN COORDINATES (ANGSTROEM)
C -0.651 2.368 2.395
O -1.938 2.628 1.697
C -2.488 1.400 1.104
C -2.271 1.246 -0.513
C -0.912 1.942 -1.107
C 0.099 0.804 -1.780
P 1.914 0.951 -1.202
P 2.784 1.589 -3.122
O 4.230 2.524 -2.686
O 3.305 0.168 -4.012
S 1.645 2.799 -4.133
O 2.080 -0.675 -1.884
C 2.016 -1.735 -0.847
C 2.709 -3.178 -1.201
O 3.626 -3.818 -0.464
O 2.258 -3.842 -2.463
C 2.370 -0.975 0.568
P 1.648 -1.854 2.120
O 2.637 -1.627 3.353
O 0.012 -1.327 2.512
O 1.492 -3.586 1.757
O 1.667 0.344 0.438
H -0.693 2.539 3.552
H -0.216 1.284 2.175
H 0.130 3.118 1.901
H -2.131 0.404 1.617
H -3.668 1.441 1.278
H -3.188 1.743 -1.083
H -2.361 0.081 -0.752
H -0.338 2.640 -0.364
H -1.242 2.635 -2.022
H -0.059 0.790 -2.940
H -0.295 -0.252 -1.386
H 1.851 2.374 -0.850
H 3.311 1.030 -0.756
H 4.696 2.817 -3.523
H 2.530 -0.267 -4.491
H 0.864 -1.998 -0.713
H 3.513 -0.708 0.780
H -0.588 -1.648 1.771
H 0.729 -3.659 1.105
O -1.438 3.104 7.900
C -1.702 1.971 7.514
O -1.493 1.621 6.222
C -1.637 0.288 5.698
C -3.092 -0.024 5.400
C -2.336 0.974 8.442
H -1.172 -0.446 6.365
H -1.068 0.260 4.763
H -3.711 0.019 6.300
H -3.190 -1.020 4.963
H -3.502 0.710 4.702
H -3.401 1.202 8.535
H -1.858 1.063 9.421
H -2.210 -0.064 8.135
O -0.579 4.608 -5.687
C -0.668 4.144 -6.819
O -1.781 3.473 -7.199
C -2.046 3.011 -8.537
C -1.332 1.700 -8.809
C 0.483 4.242 -7.779
H -1.807 3.787 -9.271
H -3.127 2.847 -8.599
H -0.246 1.803 -8.731
H -1.572 1.333 -9.810
H -1.630 0.946 -8.076
H 1.229 3.487 -7.517
H 0.925 5.238 -7.686
H 0.202 4.130 -8.825
O 0.420 -0.180 -10.712
C 0.538 -1.331 -10.307
O 0.592 -1.587 -8.979
C 0.591 -2.904 -8.395
C 1.980 -3.514 -8.427
C 0.703 -2.469 -11.273
H -0.164 -3.539 -8.868
H 0.281 -2.779 -7.352
H 2.349 -3.634 -9.450
H 1.981 -4.494 -7.945
H 2.692 -2.865 -7.910
H 1.735 -2.480 -11.636
H 0.024 -2.309 -12.114
H 0.451 -3.445 -10.860
O -2.202 -0.923 10.402
C -1.290 -1.513 10.973
O -1.367 -1.771 12.300
C -0.425 -2.572 13.038
C 0.803 -1.761 13.409
C -0.039 -1.889 10.232
H -0.181 -3.489 12.491
H -0.936 -2.885 13.954
H 1.336 -1.399 12.525
H 1.494 -2.361 14.005
H 0.515 -0.878 13.985
H 0.590 -1.001 10.122
H -0.323 -2.258 9.243
H 0.534 -2.687 10.702

no.,calculated total energy (eV)
1,-107617.99677
2,-180922.10436
3,-19127.66684
4,-101268.93100